Below is C38H34Cl2IrN6O2SSi2 as an isolated structure, with properties calculated with the ωB97M-V functional and the def2-TZVPD basis.

Summary:
**Charge**: 0
**Orbital gap (spin up / spin down)**: 6.383 / 6.658 eV
**2S+1**: 2

Each line ends with the Löwdin spin population.
Cartesian coordinates (Å):
Ir -0.236 0.408 0.635  0.7610
Cl -4.653 6.298 1.242  0.0005
C -3.406 5.116 1.463  0.0007
C -3.536 3.876 0.879  -0.0035
C -2.584 2.872 1.060  -0.0001
N -2.823 1.699 0.353  -0.0121
C -2.489 0.501 0.681  0.0142
O -2.517 -0.393 -0.342  0.0095
C -2.508 -0.117 2.061  0.0126
C -2.456 -1.499 2.227  0.0332
C -2.499 -2.008 3.515  0.0017
C -2.599 -1.131 4.580  0.0222
C -2.675 0.231 4.307  0.0000
N -2.635 0.730 3.082  0.0222
C -1.423 3.148 1.802  -0.0033
C -1.290 4.420 2.360  0.0010
C -2.263 5.388 2.207  -0.0037
Cl -2.019 6.938 2.941  -0.0012
N -0.402 2.197 1.877  0.0052
C 0.476 2.222 2.885  0.0037
O 0.477 2.872 3.928  0.0023
C 1.670 1.327 2.608  0.0075
C 2.875 1.594 3.238  -0.0001
C 3.999 0.875 2.874  0.0028
C 3.880 -0.117 1.912  0.0004
C 2.640 -0.360 1.356  0.0064
N 1.557 0.353 1.690  0.0247
H -4.402 3.650 0.273  -0.0001
H -2.377 -2.155 1.371  0.0009
H -2.448 -3.077 3.678  -0.0006
H -2.623 -1.486 5.601  0.0014
H -2.768 0.954 5.109  -0.0002
H -0.417 4.653 2.949  0.0001
H 2.889 2.373 3.987  0.0000
H 4.957 1.084 3.333  0.0002
H 4.728 -0.708 1.596  0.0001
H 2.491 -1.150 0.637  0.0003
C -4.061 -0.515 -2.754  0.0001
Si -3.621 -1.341 -1.155  0.0011
C -5.128 -1.578 -0.092  0.0006
C -2.620 -2.882 -1.410  -0.0001
C -3.303 -3.947 -2.015  0.0000
C -2.703 -5.172 -2.239  0.0000
C -1.387 -5.349 -1.841  -0.0001
C -0.700 -4.304 -1.247  -0.0005
C -1.272 -3.040 -1.022  -0.0021
Si 0.040 -1.832 -0.247  -0.0043
C 0.684 -2.903 1.202  0.0036
C 1.367 -1.931 -1.626  -0.0036
H -4.840 -1.064 -3.287  0.0000
H -3.188 -0.449 -3.407  0.0000
H -4.425 0.497 -2.562  0.0000
H -6.019 -1.717 -0.706  0.0000
H -5.289 -0.688 0.524  0.0000
H -5.030 -2.436 0.573  0.0002
H -4.341 -3.816 -2.311  0.0000
H -3.252 -5.978 -2.709  0.0000
H -0.895 -6.303 -1.991  0.0000
H 0.325 -4.484 -0.943  -0.0001
H 1.510 -3.551 0.895  0.0005
H -0.113 -3.550 1.575  -0.0001
H 1.026 -2.294 2.039  0.0012
H 1.799 -2.932 -1.699  -0.0005
H 2.188 -1.221 -1.490  -0.0001
H 0.908 -1.713 -2.594  0.0000
S 3.867 2.435 -4.200  0.0003
C 2.592 2.164 -2.981  0.0009
C 2.706 2.676 -1.697  0.0016
C 1.758 2.324 -0.755  0.0085
N 0.738 1.509 -1.031  0.0672
C 0.576 1.096 -2.289  0.0096
C 1.479 1.398 -3.293  0.0026
C 5.055 1.293 -3.499  0.0001
C 5.987 1.717 -2.564  0.0000
C 6.850 0.777 -2.022  0.0000
N 6.838 -0.513 -2.351  0.0000
C 5.951 -0.901 -3.262  0.0000
C 5.043 -0.043 -3.867  0.0000
H 3.528 3.324 -1.425  0.0005
H 1.810 2.699 0.261  0.0010
H -0.293 0.478 -2.477  0.0014
H 1.335 1.009 -4.292  0.0004
H 6.045 2.755 -2.267  0.0000
H 7.590 1.077 -1.288  0.0000
H 5.960 -1.954 -3.521  0.0000
H 4.334 -0.409 -4.597  0.0000

***

Below is one molecule with the formula C12H16BrN3O2S, with properties calculated with the ωB97M-V functional and the def2-TZVPD basis.

Summary:
**Charge**: 0
**Orbital gap**: 9.111 eV
**SMILES string**: COCCCNC(=S)NNC(=O)c1ccccc1Br

Each line ends with the Löwdin charge.
Cartesian coordinates (Å):
C 0.281 3.183 0.089  -0.0945
O 1.306 2.221 0.044  -0.2302
C 2.545 2.711 -0.433  -0.2270
C 3.475 1.533 -0.721  -0.1565
C 3.918 0.787 0.545  -0.2184
N 2.789 0.402 1.363  -0.0111
C 1.905 -0.520 0.917  -0.8353
S 2.297 -1.765 -0.100  0.6873
N 0.660 -0.444 1.468  0.0331
N -0.347 -1.251 0.953  0.0125
C -1.547 -0.683 0.689  -0.4530
O -1.788 0.472 1.000  0.0607
C -2.536 -1.567 0.014  -0.1706
C -3.283 -0.999 -1.016  -0.0135
C -4.225 -1.737 -1.707  -0.0692
C -4.447 -3.061 -1.365  -0.0737
C -3.736 -3.637 -0.327  -0.1280
C -2.787 -2.893 0.356  -0.5906
Br -1.894 -3.736 1.815  0.7911
H 0.104 3.618 -0.901  0.0906
H 0.523 3.991 0.791  0.0921
H -0.615 2.660 0.422  0.0738
H 2.384 3.281 -1.359  0.1229
H 2.993 3.392 0.310  0.1284
H 4.357 1.896 -1.249  0.1161
H 2.944 0.834 -1.369  0.0974
H 4.454 -0.121 0.259  0.0907
H 4.572 1.411 1.155  0.1214
H 2.367 1.171 1.867  0.1359
H 0.283 0.467 1.722  0.1385
H 0.037 -2.063 0.467  0.0473
H -3.104 0.037 -1.259  0.1216
H -4.787 -1.280 -2.506  0.1055
H -5.181 -3.647 -1.896  0.1070
H -3.917 -4.661 -0.040  0.0978

***

Below is a 2-piece molecular cluster, C11H10FO3 overall, with properties calculated with the ωB97M-V functional and the def2-TZVPD basis.

Summary:
**Charge**: -1
**Orbital gap (spin up / spin down)**: 6.936 / 6.935 eV

Each line ends with the Löwdin charge.
Cartesian coordinates (Å):
C -2.565 0.244 -2.410  -0.1069
C -2.956 0.028 -1.098  -0.0866
C -1.274 0.621 -2.665  -0.0981
C -2.091 0.098 -0.062  -0.0282
C -0.383 0.533 -1.619  -0.0555
C -0.736 0.328 -0.289  -0.1310
C 2.267 1.487 1.780  0.0293
C 1.612 1.050 0.712  -0.1008
C 1.833 -1.685 1.406  -0.6004
C 0.925 -1.593 0.340  -0.1175
C 0.243 0.431 0.908  -0.4409
O 1.235 -1.740 2.659  0.0287
O 3.039 -1.715 1.263  0.0497
O -0.224 0.344 2.041  -0.0585
F 1.536 -1.667 -0.910  -0.0531
H -3.196 0.221 -3.200  0.0573
H -3.907 -0.209 -0.936  0.0563
H -1.096 0.793 -3.727  0.1021
H -2.464 -0.013 0.861  0.0763
H 0.653 0.768 -1.913  0.1111
H 3.257 2.102 1.656  0.0876
H 1.951 1.352 2.775  0.0428
H 1.764 1.318 -0.252  0.0539
H 0.030 -2.088 0.062  0.1208
H 0.547 -1.011 2.617  0.0617

***

Below is one molecule with the formula C26H22N2O4, with properties calculated with the ωB97M-V functional and the def2-TZVPD basis.

Summary:
**Charge**: 0
**Orbital gap**: 7.845 eV
**SMILES string**: COC(=O)c1ccc(COc2ccccc2/C=C(\C#N)C(=O)Nc2ccccc2C)cc1

Each line ends with the Löwdin charge.
Cartesian coordinates (Å):
C -3.311 -0.492 -2.566  -0.0392
O -1.979 -0.642 -2.094  -0.0463
C -1.801 -1.591 -1.160  -0.4651
O -2.708 -2.240 -0.702  0.1251
C -0.378 -1.756 -0.777  -0.1236
C 0.661 -1.245 -1.550  -0.0038
C 1.973 -1.474 -1.178  -0.0237
C 2.266 -2.196 -0.026  -0.1950
C 3.693 -2.388 0.423  -0.1255
O 4.098 -1.357 1.320  -0.0470
C 4.392 -0.151 0.725  -0.2309
C 5.655 0.058 0.189  -0.0001
C 5.979 1.273 -0.386  -0.0652
C 5.036 2.288 -0.439  -0.0688
C 3.771 2.084 0.075  -0.0141
C 3.421 0.865 0.660  -0.1286
C 2.103 0.601 1.191  0.0650
C 0.932 1.087 0.729  -0.1235
C 0.819 1.930 -0.389  -0.2156
N 0.642 2.605 -1.304  0.2009
C -0.339 0.607 1.373  -0.4280
O -0.312 -0.120 2.344  0.0781
N -1.454 1.063 0.749  0.1637
C -2.795 0.730 0.982  -0.1817
C -3.158 -0.309 1.830  -0.0105
C -4.491 -0.635 1.995  -0.0718
C -5.468 0.072 1.320  -0.0848
C -5.106 1.115 0.484  -0.0595
C -3.777 1.464 0.300  -0.2304
C -3.410 2.604 -0.607  -0.0361
C 1.223 -2.691 0.751  -0.0063
C -0.088 -2.486 0.374  0.0022
H -3.986 -0.275 -1.735  0.0839
H -3.291 0.331 -3.275  0.0964
H -3.641 -1.410 -3.056  0.1014
H 0.437 -0.680 -2.441  0.1220
H 2.777 -1.082 -1.786  0.1250
H 4.369 -2.421 -0.442  0.1321
H 3.793 -3.312 0.997  0.1331
H 6.382 -0.740 0.242  0.1233
H 6.968 1.430 -0.789  0.1066
H 5.288 3.239 -0.881  0.1066
H 3.045 2.881 0.048  0.1078
H 2.039 -0.104 2.012  0.1407
H -1.311 1.696 -0.027  0.0953
H -2.392 -0.856 2.353  0.1028
H -4.761 -1.449 2.649  0.1054
H -6.510 -0.182 1.442  0.1001
H -5.871 1.671 -0.039  0.1095
H -2.770 2.276 -1.428  0.0742
H -2.883 3.384 -0.055  0.0911
H -4.307 3.043 -1.036  0.0814
H 1.446 -3.239 1.654  0.1251
H -0.906 -2.876 0.959  0.1262

***

Below is one molecule with the formula C9H11NO2S2, with properties calculated with the ωB97M-V functional and the def2-TZVPD basis.

Summary:
**Charge**: 0
**Orbital gap**: 8.086 eV
**SMILES string**: [NH3+]CCSSc1ccccc1C(=O)[O-]

Each line ends with the Löwdin charge.
Cartesian coordinates (Å):
N -0.043 2.033 0.867  0.1470
C 1.124 1.753 1.732  -0.2305
C 2.384 1.818 0.875  -0.5098
S 2.226 0.813 -0.648  0.5463
S 1.890 -1.148 0.022  0.6563
C 0.283 -1.466 -0.681  -0.5378
C 0.215 -1.666 -2.084  -0.1074
C -1.021 -1.858 -2.727  -0.0921
C -2.176 -1.820 -1.992  -0.0915
C -2.131 -1.539 -0.637  -0.0125
C -0.911 -1.316 0.038  -0.1647
C -0.969 -0.892 1.459  -0.7089
O -0.163 -1.390 2.281  -0.0401
O -1.730 0.071 1.727  -0.0671
H -0.182 3.018 0.724  0.1531
H 0.132 1.589 -0.068  0.0980
H -0.909 1.599 1.256  0.1173
H 1.182 2.427 2.579  0.1307
H 1.045 0.763 2.184  0.1037
H 2.633 2.863 0.607  0.0865
H 3.201 1.447 1.495  0.0792
H 1.115 -1.633 -2.693  0.0972
H -1.016 -2.130 -3.787  0.1080
H -3.116 -1.938 -2.503  0.1019
H -3.064 -1.399 -0.027  0.1372

***

Below is an isolated ion of composition C2H5ClN3O2 and charge +1, with properties calculated with the ωB97M-V functional and the def2-TZVPD basis.

Summary:
**Charge**: +1
**Orbital gap (spin up / spin down)**: 8.350 / 8.359 eV

Each line ends with the Löwdin charge.
Cartesian coordinates (Å):
C 0.222 -0.232 1.084  -0.0193
C -1.043 0.111 0.334  -0.7267
N 0.070 0.676 -1.286  0.0750
N 1.127 -0.078 -1.039  0.0406
N 1.316 -0.534 0.154  -0.2301
O 2.321 -1.116 0.496  0.1143
O -1.639 1.189 0.727  0.1016
Cl -1.995 -1.206 -0.282  0.8176
H 0.506 0.642 1.687  0.1729
H 0.117 -1.100 1.743  0.1603
H -0.348 0.547 -2.200  0.1080
H 1.851 -0.272 -1.742  0.2244
H -2.505 1.374 0.325  0.1613

***

Below is a 2-piece molecular cluster, C3H6NPS overall, with properties calculated with the ωB97M-V functional and the def2-TZVPD basis.

Summary:
**Charge**: 0
**Orbital gap**: 10.163 eV
**SMILES string**: c1cscn1.P

Each line ends with the Löwdin charge.
Cartesian coordinates (Å):
C 1.435 1.095 -0.031  -0.2408
C 1.172 0.267 -1.094  -0.4183
S -0.309 0.706 -1.864  0.9501
C -0.444 2.015 -0.681  -0.4544
N 0.457 2.021 0.235  -0.0201
H 2.063 0.967 0.785  0.0818
H 1.679 -0.618 -1.304  0.0388
H -1.228 2.661 -0.921  0.0411
P -1.090 -2.179 1.791  0.5999
H -0.529 -3.257 0.923  -0.1478
H -0.777 -1.213 0.882  -0.2659
H -2.431 -2.464 1.280  -0.1644

***

Below is C24H30N4O2 as an isolated structure, with properties calculated with the ωB97M-V functional and the def2-TZVPD basis.

Summary:
**Charge**: 0
**Orbital gap**: 8.324 eV

Each line ends with the Löwdin charge.
Cartesian coordinates (Å):
C -4.071 0.439 4.335  0.0170
C -3.024 -0.516 4.344  -0.3279
C -3.023 -1.887 4.249  -0.0945
C -1.807 -2.388 4.505  -0.0195
C -1.069 -1.157 4.758  -0.4275
O -1.809 -0.260 4.704  0.1664
C 0.337 -1.363 4.863  -0.0621
N 1.295 -1.103 3.591  -0.0593
C 1.207 -2.375 2.857  -0.2650
C 2.095 -2.347 1.607  -0.1249
H 2.267 -3.433 1.067  0.1538
H 3.284 -2.252 2.126  0.1742
C 1.710 -1.030 0.777  -0.1669
N 2.879 -1.171 -0.385  -0.0747
C 2.678 -0.940 -1.615  -0.3090
C 3.816 -1.141 -2.219  -0.0498
C 4.599 -1.030 -1.174  -0.2112
N 4.030 -1.177 -0.004  0.0928
H 5.958 -0.991 -1.268  0.1851
H 4.123 -1.098 -3.316  0.1493
N 1.425 -0.994 -2.226  0.1709
C 0.435 -0.335 -2.069  -0.5414
O 0.537 0.628 -1.276  0.0148
C -0.771 -0.455 -3.090  -0.0208
H -1.338 0.440 -2.645  0.1437
H -1.011 -1.283 -3.238  -0.0143
C -0.538 0.355 -4.426  -0.1520
H 0.658 -0.268 -4.909  0.1918
H -1.277 -0.010 -5.101  0.0923
C -0.132 1.753 -4.470  -0.2249
C -1.172 2.592 -4.113  -0.3584
C -2.177 3.006 -5.010  -0.0672
C -3.335 3.591 -4.830  -0.0575
C -3.711 4.064 -3.425  0.0232
C -2.758 3.703 -2.441  0.0677
C -1.385 2.900 -2.887  0.0281
H -0.767 2.895 -1.977  0.1152
H -2.982 3.771 -1.559  -0.0225
H -4.470 4.524 -3.246  -0.0163
H -3.979 3.680 -5.525  0.0250
H -2.163 2.522 -6.215  0.1905
H 0.688 1.694 -3.652  0.1661
H 0.272 2.037 -5.314  0.0755
H 1.197 -1.610 -3.065  0.2015
C 1.919 0.079 1.655  -0.1848
C 0.780 0.037 2.585  -0.1119
H -0.300 -0.131 2.241  0.1567
H 0.713 0.916 3.226  0.1142
H 2.957 0.309 1.922  0.1531
H 1.586 0.806 1.007  0.0876
H 0.912 -1.300 0.223  0.0968
H 0.182 -2.560 2.370  0.1435
H 1.470 -3.117 3.299  0.0071
H 0.785 -2.105 5.302  0.0668
H 0.628 -0.335 5.212  0.1359
H -1.493 -3.668 4.402  0.2025
H -4.024 -2.441 4.335  0.1427
H -5.025 -0.030 4.327  0.1054
H -3.745 1.121 3.522  0.1270
H -4.175 0.897 5.099  -0.0201

***

Below is an isolated ion of composition C7H5ClNO3 and charge -1, with properties calculated with the ωB97M-V functional and the def2-TZVPD basis.

Summary:
**Charge**: -1
**Orbital gap**: 8.034 eV
**SMILES string**: Cc1cc[n+]([O-])c(Cl)c1C(=O)[O-]

Each line ends with the Löwdin charge.
Cartesian coordinates (Å):
C 1.916 1.125 -0.413  -0.0474
C 0.760 0.209 -0.240  -0.2805
C 0.965 -1.182 -0.173  -0.0485
C -0.079 -1.997 0.069  -0.0583
N -1.449 -1.766 0.168  -0.3253
O -2.237 -2.737 0.179  -0.1097
C -1.668 -0.487 0.129  -0.5631
Cl -3.309 -0.060 0.169  0.7647
C -0.553 0.558 -0.089  -0.0144
C -0.958 2.087 0.304  -0.7365
O -0.741 2.051 1.520  -0.0237
O -1.395 2.896 -0.508  -0.0242
H 2.748 0.461 -0.624  0.0573
H 1.756 1.728 -1.325  0.0901
H 2.132 1.764 0.505  0.1110
H 1.898 -1.696 -0.096  0.1011
H 0.214 -2.955 0.423  0.1072

***

Below is a 10-piece molecular cluster, H20O10 overall, with properties calculated with the ωB97M-V functional and the def2-TZVPD basis.

Summary:
**Charge**: 0
**Orbital gap**: 9.953 eV
**SMILES string**: O.O.O.O.O.O.O.O.O.O

Each line ends with the Löwdin charge.
Cartesian coordinates (Å):
O -0.277 -1.003 0.708  -0.1000
H 0.698 -0.997 0.569  0.0469
H -0.613 -1.861 0.706  0.0415
O -2.277 -2.743 -2.150  -0.0247
H -3.010 -2.120 -2.034  0.0238
H -1.502 -2.251 -1.972  0.0006
O -2.746 2.757 2.244  -0.0121
H -2.901 1.819 1.979  0.0482
H -2.889 3.303 1.555  -0.0343
O -1.303 1.130 -0.451  -0.0274
H -0.916 0.910 0.386  0.0174
H -0.783 0.767 -1.118  0.0030
O 1.359 2.826 -0.422  -0.0316
H 0.436 2.881 -0.783  0.0642
H 1.980 2.757 -1.079  -0.0548
O -2.142 -1.011 1.317  -0.0917
H -1.797 -0.133 1.643  0.0781
H -2.828 -0.870 0.696  -0.0208
O -3.184 -0.425 -0.858  -0.0627
H -3.481 -0.189 -1.720  0.0616
H -2.316 -0.862 -0.984  0.0308
O 2.089 -1.098 -0.791  -0.0420
H 1.398 -0.411 -0.933  0.0404
H 2.641 -0.763 -0.100  0.0303
O 4.247 2.278 -1.364  -0.0479
H 4.147 3.244 -1.334  0.0515
H 3.526 1.977 -0.805  0.0026
O 4.125 -2.822 1.880  -0.0388
H 5.058 -3.031 1.733  0.0432
H 4.022 -3.279 2.686  0.0044

***

Below is a 2-piece molecular cluster, C3H9N2O3 overall, with properties calculated with the ωB97M-V functional and the def2-TZVPD basis.

Summary:
**Charge**: +1
**Orbital gap**: 11.502 eV

Each line ends with the Löwdin charge.
Cartesian coordinates (Å):
N -1.500 3.013 -1.171  0.2137
C -1.101 1.883 -0.557  -0.6129
O -1.653 0.725 -1.012  0.1087
O -0.309 1.842 0.358  0.0716
H -1.821 2.994 -2.114  0.1190
H -1.033 3.847 -0.871  0.1306
H -2.397 0.925 -1.591  0.1302
O 0.617 -3.412 0.562  0.1004
C 1.609 -2.748 0.615  -0.2180
C 1.533 -1.245 0.730  -0.0911
N 0.105 -0.830 0.745  0.1832
H 2.617 -3.182 0.559  0.1407
H 2.037 -0.923 1.636  0.1436
H 2.035 -0.744 -0.102  0.1485
H 0.013 0.211 0.840  0.1068
H -0.353 -1.059 -0.133  0.1478
H -0.397 -1.295 1.505  0.1773

***

Below is one molecule with the formula C4H4, with properties calculated with the ωB97M-V functional and the def2-TZVPD basis.

Summary:
**Charge**: 0
**Orbital gap**: 10.426 eV
**SMILES string**: C#CC=C

Each line ends with the Löwdin charge.
Cartesian coordinates (Å):
C -1.911 -0.175 -0.001  0.1092
C -0.740 0.116 -0.010  -0.1586
C 0.649 0.489 0.003  -0.2145
C 1.658 -0.374 0.004  0.0097
H -2.954 -0.420 0.026  0.0273
H 0.851 1.568 0.011  0.1031
H 2.690 -0.046 -0.017  0.0571
H 1.469 -1.443 0.001  0.0666

***

no.,strongest force on any atom (hartree/bohr)
1,0.0342
2,0.0125
3,0.0804
4,0.0274
5,0.0573
6,0.0598
7,0.0516
8,0.3551
9,0.0803
10,0.1338
11,0.0136
12,0.0108